(1)
Formula: C4H13N3
Source: OMol25
Level of theory: ωB97M-V with the def2-TZVPD basis set

Last column: Löwdin charge in e.
CARTESIAN COORDINATES (ANGSTROEM)
1 C 0.404 1.047 0.106  -0.40
2 C 0.110 0.847 -1.354  -0.18
3 C 0.392 -1.296 1.215  -0.17
4 C -1.481 -0.974 -0.877  -0.22
5 N -0.372 -0.502 -1.694  -0.13
6 N -0.661 1.409 0.873  0.14
7 N 1.669 1.334 0.532  0.14
8 H 0.401 -1.152 -1.570  0.10
9 H 2.406 1.063 -0.101  0.10
10 H -1.535 1.009 0.530  0.10
11 H -0.495 1.427 1.872  0.11
12 H 1.887 1.073 1.490  0.10
13 H 1.000 1.062 -1.948  0.12
14 H -0.676 1.548 -1.657  0.12
15 H 0.355 -0.732 2.156  -0.03
16 H 1.427 -1.347 0.863  -0.03
17 H 0.088 -2.308 1.495  -0.01
18 H -0.835 -1.172 0.293  0.04
19 H -2.359 -0.339 -1.061  0.05
20 H -1.725 -1.997 -1.162  0.06

Its charge is 0.

***

(2)
Formula: C4H13N3
Source: OMol25
Level of theory: ωB97M-V with the def2-TZVPD basis set

Last column: Löwdin charge in e.
CARTESIAN COORDINATES (ANGSTROEM)
1 C -0.953 1.366 -0.382  -0.09
2 C -1.142 -1.163 -0.648  -0.12
3 C -1.222 -0.331 1.628  -0.10
4 C -1.042 0.008 0.188  -0.38
5 N 2.005 -0.836 -1.043  -0.01
6 N 2.240 0.927 0.442  -0.02
7 N 2.236 -0.402 0.210  -0.16
8 H -1.480 2.210 -0.007  0.06
9 H 0.058 1.715 -0.645  0.04
10 H -1.457 1.390 -1.359  0.07
11 H -0.154 -1.641 -0.629  0.06
12 H -1.446 -0.856 -1.645  0.08
13 H -1.801 -1.957 -0.252  0.09
14 H -2.210 -0.769 2.038  0.11
15 H -0.450 -0.918 1.983  0.04
16 H -1.389 0.500 2.272  0.05
17 H 2.008 -0.265 -1.830  0.06
18 H 2.407 -1.729 -1.241  0.08
19 H 1.950 1.567 -0.361  0.09
20 H 1.842 1.185 1.282  0.04

Its charge is 0.

***

(3)
Formula: C4H13N3
Source: OMol25
Level of theory: ωB97M-V with the def2-TZVPD basis set

Last column: Löwdin charge in e.
CARTESIAN COORDINATES (ANGSTROEM)
1 C 0.597 0.566 -0.367  -0.23
2 C 0.903 -0.721 -1.137  -0.20
3 C -0.334 -1.405 -1.738  -0.29
4 N -0.656 -0.809 -3.039  -0.02
5 N 0.111 0.277 0.966  -0.08
6 C 0.363 0.688 2.318  -0.31
7 N -0.767 1.308 3.065  -0.01
8 H -0.137 1.181 -0.909  0.10
9 H 1.531 1.126 -0.285  0.11
10 H 1.312 -1.446 -0.428  0.11
11 H 1.649 -0.542 -1.906  0.11
12 H -1.170 -1.288 -1.040  0.10
13 H -0.052 -2.437 -1.935  0.11
14 H -0.815 0.189 -2.934  0.05
15 H -1.511 -1.159 -3.452  0.06
16 H -0.589 -0.441 0.959  0.09
17 H 0.604 -0.219 2.873  0.10
18 H 1.220 1.360 2.362  0.11
19 H -1.577 1.035 2.518  0.05
20 H -0.761 2.302 2.867  0.05

Its charge is 0.

***

Stability ranking, top entry: (3); the second entry is 3.272 eV less favorable.

***

(1)
Formula: C4H13N3
Source: OMol25
Level of theory: ωB97M-V with the def2-TZVPD basis set

Last column: Löwdin charge in e.
CARTESIAN COORDINATES (ANGSTROEM)
1 C -2.048 -0.315 -0.831  -0.19
2 C -1.111 0.633 1.102  -0.10
3 N -1.382 -1.321 -1.352  -0.06
4 H -1.632 -2.199 -0.901  0.05
5 H 0.059 -1.007 -1.329  0.06
6 H -2.941 -0.477 -0.237  0.07
7 H -1.991 0.648 -1.325  0.06
8 H -2.160 0.590 1.388  -0.02
9 H -0.760 1.650 1.273  -0.02
10 H -0.552 -0.079 1.712  -0.01
11 C 1.704 1.332 0.523  -0.09
12 N 1.774 -1.409 -0.052  0.05
13 C 0.808 0.669 -0.468  -0.21
14 N 0.996 -0.563 -0.884  -0.10
15 H 1.232 -1.668 0.771  0.08
16 H 1.966 -2.251 -0.581  0.08
17 H 0.218 1.276 -1.138  0.11
18 H 1.592 0.907 1.522  0.07
19 H 1.484 2.396 0.581  0.08
20 H 2.746 1.188 0.227  0.09

Its charge is 0.

***

(2)
Formula: C4H13N3
Source: OMol25
Level of theory: ωB97M-V with the def2-TZVPD basis set

Last column: Löwdin charge in e.
CARTESIAN COORDINATES (ANGSTROEM)
1 N -1.061 -2.002 1.681  0.00
2 C 0.049 -2.316 0.621  -0.21
3 C -0.116 -1.427 -0.587  -0.25
4 N 0.626 -0.185 -0.542  -0.06
5 C -0.209 0.991 -0.898  -0.23
6 C 0.550 2.304 -0.807  -0.28
7 N 0.726 2.761 0.587  -0.01
8 H -1.974 -2.229 1.205  0.07
9 H -1.020 -2.637 2.444  0.02
10 H 0.221 -3.346 0.452  0.09
11 H 0.940 -2.159 1.088  0.07
12 H 0.324 -1.906 -1.434  0.10
13 H -1.150 -1.203 -0.881  0.11
14 H 1.044 -0.043 0.329  0.08
15 H -0.417 0.883 -1.995  0.13
16 H -1.063 1.037 -0.344  0.07
17 H 1.604 2.113 -1.178  0.11
18 H 0.219 3.151 -1.477  0.11
19 H -0.080 2.484 1.122  0.06
20 H 0.787 3.729 0.614  0.03

Its charge is 0.

***

Stability ranking, top entry: (2); the second entry is 3.354 eV less favorable.

***

(1)
Formula: C4H13N3
Source: OMol25
Level of theory: ωB97M-V with the def2-TZVPD basis set

Last column: Löwdin charge in e.
CARTESIAN COORDINATES (ANGSTROEM)
1 C 1.364 1.278 0.338  -0.13
2 C 1.714 -1.106 -0.770  -0.12
3 C -2.306 1.224 0.515  -0.12
4 C 1.380 -0.193 0.377  -0.22
5 N -1.087 -1.715 -0.244  -0.03
6 N -1.211 0.623 -0.199  -0.22
7 N -0.750 -0.494 0.473  -0.13
8 H 0.449 1.506 -0.231  0.05
9 H 1.406 1.663 1.357  0.07
10 H 2.261 1.665 -0.351  0.12
11 H 2.814 -1.170 -0.744  0.09
12 H 1.505 -0.906 -1.779  0.06
13 H 1.325 -2.009 -0.506  0.01
14 H -1.823 1.562 1.539  0.11
15 H -2.720 2.138 0.106  0.06
16 H -3.130 0.585 0.715  0.05
17 H 1.549 -0.649 1.387  0.12
18 H -0.647 -1.904 -1.124  0.03
19 H -0.628 -2.533 0.263  0.09
20 H -1.465 0.434 -1.122  0.09

Its charge is 0.

***

(2)
Formula: C4H13N3
Source: OMol25
Level of theory: ωB97M-V with the def2-TZVPD basis set

Last column: Löwdin charge in e.
CARTESIAN COORDINATES (ANGSTROEM)
1 N 0.118 1.662 -2.149  -0.03
2 C 1.344 0.865 -1.972  -0.28
3 C 0.977 -0.316 -1.006  -0.26
4 N 0.351 0.134 0.213  -0.08
5 C 0.099 -1.004 1.155  -0.22
6 C -0.995 -0.676 2.193  -0.28
7 N -2.164 0.028 1.618  -0.01
8 H 0.318 2.643 -2.296  0.06
9 H -0.372 1.553 -1.260  0.04
10 H 1.589 0.376 -2.924  0.10
11 H 2.146 1.555 -1.764  0.09
12 H 1.871 -0.960 -1.043  0.11
13 H 0.228 -0.832 -1.634  0.12
14 H 1.041 0.678 0.735  0.12
15 H 0.937 -1.556 1.580  0.11
16 H -0.376 -1.743 0.477  0.11
17 H -0.600 -0.195 3.087  0.10
18 H -1.363 -1.663 2.488  0.10
19 H -2.109 -0.149 0.617  0.05
20 H -3.041 -0.401 1.886  0.05

Its charge is 0.

***

Stability ranking, top entry: (2); the second entry is 3.847 eV less favorable.

***

(1)
Formula: C5H15N2O
Source: OMol25
Level of theory: ωB97M-V with the def2-TZVPD basis set

Last column: Löwdin charge in e.
CARTESIAN COORDINATES (ANGSTROEM)
1 N -2.857 -0.767 -1.367  0.04
2 C -1.744 -1.011 -0.390  -0.36
3 C -2.000 -0.529 1.138  -0.02
4 C -0.565 -0.185 -0.991  -0.15
5 N 0.492 -0.017 -0.025  0.25
6 C 1.733 0.308 -0.735  -0.11
7 C 2.810 0.764 0.307  -0.20
8 O 2.015 1.387 1.251  -0.06
9 H -1.287 -1.915 -0.368  0.09
10 H -3.719 -1.224 -1.153  0.06
11 H -2.602 -1.089 -2.429  0.16
12 H 0.903 0.223 3.654  0.03
13 H -1.112 -0.668 1.751  0.05
14 H -2.815 -1.132 1.552  0.08
15 H -2.336 0.492 1.150  0.07
16 H -0.191 -0.814 -1.818  0.17
17 H -1.027 0.609 -1.510  0.16
18 H 1.511 0.708 3.723  0.04
19 H 2.147 -0.474 -1.376  0.15
20 H 1.553 1.233 -1.337  0.19
21 H 3.607 1.424 -0.060  0.14
22 H 3.292 -0.011 0.880  0.13
23 H 1.100 0.952 1.111  0.06

Its charge is +1.

***

(2)
Formula: C5H15N2O
Source: OMol25
Level of theory: ωB97M-V with the def2-TZVPD basis set

Last column: Löwdin charge in e.
CARTESIAN COORDINATES (ANGSTROEM)
1 C -1.177 1.869 -1.877  -0.04
2 C -0.394 0.854 -1.079  -0.34
3 C 0.778 1.351 -0.266  -0.17
4 C 1.693 0.242 0.196  -0.23
5 C 1.733 -0.799 2.279  0.01
6 N 1.044 -0.454 1.288  -0.05
7 N -1.339 0.164 -0.090  0.20
8 H -1.988 1.415 -2.449  0.09
9 H -0.526 2.375 -2.590  0.10
10 H -1.628 2.652 -1.265  0.09
11 H -0.002 0.099 -1.764  0.16
12 H 1.335 2.071 -0.884  0.14
13 H 0.500 2.025 0.560  0.14
14 H 1.896 -0.427 -0.652  0.13
15 H 2.697 0.637 0.427  0.13
16 H 1.278 -1.303 3.118  0.08
17 H 2.806 -0.662 2.419  0.09
18 H -0.755 -0.375 0.572  0.10
19 H -1.953 -0.460 -0.611  0.14
20 H -1.889 0.834 0.442  0.17
21 H -0.917 -3.278 -0.307  0.07
22 H -2.174 -2.823 0.506  0.06
23 O -1.680 -2.671 -0.309  -0.05

Its charge is +1.

***

(3)
Formula: C5H15N2O
Source: OMol25
Level of theory: ωB97M-V with the def2-TZVPD basis set

Last column: Löwdin charge in e.
CARTESIAN COORDINATES (ANGSTROEM)
1 N -1.325 0.605 -2.915  0.06
2 C -0.347 0.268 -1.845  -0.44
3 C 0.232 -1.138 -1.704  -0.08
4 C -0.891 0.703 -0.463  -0.13
5 N -0.625 -0.455 0.791  0.15
6 C -0.237 0.269 1.972  -0.27
7 C 1.090 -0.070 2.508  -0.16
8 O 0.807 -1.269 3.368  -0.03
9 H 0.559 0.839 -2.083  0.12
10 H -0.979 1.153 -3.770  0.13
11 H -1.982 -0.134 -3.146  0.09
12 H 1.589 0.860 -0.276  0.41
13 H 0.188 -1.743 -2.614  0.10
14 H -0.196 -1.678 -0.819  0.09
15 H 1.281 -1.073 -1.487  0.06
16 H -0.521 1.767 -0.356  0.15
17 H -1.962 0.798 -0.425  0.13
18 H 0.090 -0.054 0.015  0.01
19 H -0.425 1.341 1.815  0.14
20 H -0.930 0.038 2.790  0.16
21 H 1.398 0.733 3.170  0.14
22 H 1.639 -0.152 1.594  0.08
23 H 1.547 -1.609 3.879  0.10

Its charge is +1.

***

(4)
Formula: C5H15N2O
Source: OMol25
Level of theory: ωB97M-V with the def2-TZVPD basis set

Last column: Löwdin charge in e.
CARTESIAN COORDINATES (ANGSTROEM)
1 N 4.089 -0.301 1.703  0.00
2 C -0.507 0.243 -1.965  0.24
3 C 0.846 -0.394 -2.120  -0.09
4 O 1.618 -0.312 -0.794  -0.04
5 C -0.922 0.817 -0.671  -0.23
6 N -1.332 -0.076 0.377  -0.25
7 C -2.440 -0.959 -0.144  -0.05
8 C -1.568 0.517 1.712  -0.07
9 H 3.329 -0.147 2.365  0.01
10 H 4.763 0.420 1.924  0.00
11 H 4.499 -1.216 1.851  0.01
12 H -1.084 0.715 -2.767  0.16
13 H 1.319 -0.105 -3.056  0.15
14 H 0.770 -1.461 -2.105  0.15
15 H 1.742 0.640 -0.730  0.07
16 H -0.051 1.440 -0.279  0.18
17 H -1.669 1.619 -0.730  0.14
18 H -3.480 -0.418 -0.066  0.13
19 H -2.664 -1.810 0.478  0.07
20 H -2.202 -1.399 -1.178  0.11
21 H -2.367 1.327 1.703  0.10
22 H -0.583 0.990 2.067  0.12
23 H -2.106 -0.132 2.426  0.10

Its charge is +1.

***

Stability ranking, top entry: (2); the second entry is 5.487 eV less favorable.

***

(1)
Formula: C5H15N2O
Source: OMol25
Level of theory: ωB97M-V with the def2-TZVPD basis set

Last column: Löwdin charge in e.
CARTESIAN COORDINATES (ANGSTROEM)
1 O 0.066 -0.365 0.487  0.09
2 C -0.428 0.569 -0.143  -0.36
3 N -0.102 0.816 -1.451  -0.14
4 C -1.448 1.487 0.502  0.03
5 C -0.525 1.982 -2.201  -0.03
6 C 0.920 0.011 -2.089  -0.02
7 H -1.615 1.121 1.529  0.09
8 H -2.411 1.475 -0.036  0.11
9 H -1.087 2.528 0.554  0.11
10 H 0.297 2.712 -2.289  0.11
11 H -0.829 1.671 -3.214  0.11
12 H -1.382 2.475 -1.712  0.09
13 H 1.119 -0.883 -1.473  0.09
14 H 0.581 -0.317 -3.086  0.11
15 H 1.862 0.574 -2.205  0.11
16 C 1.099 -2.522 1.923  -0.04
17 N 0.139 -1.433 2.287  0.08
18 H 1.263 -3.192 2.784  0.10
19 H 2.068 -2.093 1.620  0.10
20 H 0.701 -3.119 1.084  0.10
21 H -0.778 -1.833 2.573  0.17
22 H 0.509 -0.868 3.077  0.17
23 H -0.020 -0.799 1.478  -0.17

Its charge is +1.

***

(2)
Formula: C5H15N2O
Source: OMol25
Level of theory: ωB97M-V with the def2-TZVPD basis set

Last column: Löwdin charge in e.
CARTESIAN COORDINATES (ANGSTROEM)
1 C 1.216 -0.529 1.447  -0.26
2 N 0.190 -0.455 0.411  -0.12
3 C -0.696 0.785 0.485  -0.16
4 C -1.417 0.676 -0.931  -0.16
5 C -2.620 -0.346 -1.100  -0.21
6 O -1.913 -1.574 -1.270  -0.12
7 C 2.358 0.486 1.301  -0.12
8 N 2.523 0.842 -0.183  0.21
9 H 1.608 -1.576 1.421  0.13
10 H 0.838 -0.800 2.411  0.11
11 H -0.391 -1.353 0.216  0.15
12 H 0.054 1.614 0.507  0.11
13 H -1.345 0.782 1.305  0.10
14 H -0.671 0.748 -1.659  0.06
15 H -1.786 1.810 -1.010  0.14
16 H -3.142 -0.517 -0.203  0.10
17 H -3.383 0.045 -1.778  0.12
18 H -1.616 -1.550 -2.259  0.15
19 H 3.274 -0.006 1.798  0.15
20 H 2.238 1.469 2.039  0.18
21 H 2.534 1.816 -0.260  0.13
22 H 3.370 0.594 -0.392  0.07
23 H 1.686 0.372 -0.772  0.22

Its charge is +1.

***

Stability ranking, top entry: (1); the second entry is 2.885 eV less favorable.